Here is 8 unconnected molecules or ions with the total composition C49H99N9O11S from OMol25. Energies are from ωB97M-V with the def2-TZVPD basis set.

Geometry as XYZ:
```
169
Properties=species:S:1:pos:R:3:forces:R:3
N -0.244 3.262 1.003 -0.05 -1.24 0.22
H 0.855 -4.122 3.835 -0.19 -0.05 0.02
H 3.983 1.361 8.100 0.04 0.05 -0.02
H -3.919 -4.216 -0.406 0.01 -0.08 -0.11
H -0.801 -3.873 6.498 0.01 0.00 -0.02
H 5.161 1.476 -6.026 0.02 -0.01 0.01
H -3.483 4.843 6.678 0.40 0.02 0.00
C 3.134 -2.942 -12.791 0.26 -0.02 -0.16
C -3.845 2.374 1.595 0.95 -0.04 -0.02
H 4.648 0.858 6.513 0.11 0.01 0.16
C 0.870 2.344 1.169 0.94 -0.45 -0.16
H -4.145 -2.601 -2.089 -0.07 0.00 0.08
C 5.369 1.621 -2.793 0.10 -0.20 0.26
H -2.521 1.330 4.490 0.00 0.07 -0.26
C -10.852 2.712 2.468 -0.11 0.14 0.09
C -9.391 2.598 0.363 0.25 0.16 -0.01
H 3.060 3.369 7.771 0.12 -0.05 0.00
C 4.135 -0.194 -5.086 0.35 0.08 0.15
C -2.597 1.760 3.496 -1.14 -0.13 -0.11
H -5.961 1.949 3.376 0.31 -0.04 0.15
H 0.714 -3.791 -11.448 -0.05 0.16 0.11
H 3.788 -3.091 -13.654 -0.06 -0.07 -0.03
H -2.304 -0.824 -2.221 0.01 0.00 0.03
H 3.078 3.840 4.094 0.06 0.09 -0.06
C 3.522 0.699 -3.994 -0.31 -0.15 -0.04
H 7.404 -6.867 -7.266 -0.02 0.01 -0.02
H 5.207 -5.744 -9.145 -0.04 -0.21 -0.06
C 2.944 3.192 6.694 -0.22 0.28 -0.08
S 0.102 2.209 3.757 0.38 -0.27 0.44
C -1.451 2.786 1.617 -0.94 -0.15 0.26
O 4.257 0.741 -2.782 -0.01 0.22 -0.18
H -4.178 -0.526 -0.631 0.13 0.02 -0.03
C 5.590 -5.046 -6.364 0.00 0.19 0.29
O -0.511 3.332 -0.379 -0.02 0.60 -0.37
H 0.834 -2.132 -12.116 0.06 -0.01 0.05
C 7.649 -5.875 -7.652 0.18 -0.12 0.05
O 2.809 1.805 6.431 0.05 0.00 0.16
H -2.793 1.095 6.558 -0.27 0.36 -0.26
H -11.087 0.316 0.909 -0.18 0.08 -0.01
C 7.047 -4.781 -6.775 -0.12 -0.11 -0.36
H 5.815 2.622 6.101 -0.08 -0.02 -0.01
H -1.922 -2.416 -2.876 -0.02 -0.04 0.05
O 4.640 -4.814 -7.387 -0.02 -0.22 0.14
O -9.488 1.239 -0.030 -0.15 0.15 -0.05
H 5.090 -1.356 -3.738 0.08 -0.01 -0.08
H 2.547 0.282 -3.728 0.04 -0.03 0.08
C 4.500 -5.870 -8.326 -0.01 0.19 -0.08
H -1.273 -1.944 -1.319 -0.06 0.00 0.06
H 1.475 -1.021 6.028 0.01 -0.01 -0.01
H -1.314 -1.193 0.686 0.08 0.18 -0.09
C 1.699 2.012 0.096 -0.21 0.16 -0.33
H -10.137 3.205 -0.165 -0.10 -0.04 0.07
H -4.220 3.020 5.114 -0.13 0.24 0.58
O -5.052 2.525 0.843 -0.33 0.58 0.48
N 3.982 3.552 4.461 -0.25 0.04 0.09
H -5.370 0.318 3.066 0.00 0.38 0.02
H 4.869 -3.087 -11.558 0.00 -0.01 -0.11
H 2.969 -1.860 -12.706 -0.07 -0.01 0.12
H -5.022 -1.935 -0.005 0.03 -0.03 0.06
O -1.148 7.326 7.111 0.09 -0.71 -0.38
H 3.886 -0.142 1.633 -0.10 0.22 -0.33
H 4.476 -5.231 -12.422 0.09 -0.02 0.08
C -2.595 3.054 7.476 0.97 -0.12 -0.21
C -1.380 6.353 6.432 0.13 1.21 0.68
C -2.680 2.836 0.981 -0.25 0.34 -0.73
C 0.227 -4.197 6.681 -0.15 -0.06 0.14
C 4.049 3.894 5.887 0.16 -0.37 -0.04
H 6.881 -2.753 -6.830 0.08 0.00 0.02
H 3.900 -3.252 -9.402 -0.03 -0.05 -0.01
N -3.068 -3.780 -0.750 -0.21 0.05 0.10
H -8.411 2.932 0.010 0.02 -0.07 0.00
H 5.178 2.514 -3.394 0.00 -0.04 -0.06
N 7.187 -3.491 -7.460 -0.10 0.11 0.18
O -1.445 5.135 7.059 -0.47 0.29 -0.77
N -5.869 4.806 1.337 0.18 -1.76 -0.38
C -2.204 -0.649 1.012 0.13 -0.38 0.21
H -0.531 6.332 4.476 -0.37 -0.21 0.04
H -7.602 2.084 2.282 -0.03 0.06 0.01
H 6.247 0.370 -5.173 -0.05 -0.01 0.06
N 3.955 -4.961 -11.592 0.06 0.07 -0.27
H 0.233 -4.775 7.605 0.06 0.01 -0.02
H 3.357 0.897 -0.642 -0.30 0.08 0.46
H -5.872 0.578 5.416 0.33 0.01 -0.03
H 3.336 1.715 -4.366 0.14 0.02 -0.04
H 8.736 -5.785 -7.673 -0.03 0.06 0.00
H 6.262 1.107 -3.153 0.05 0.15 -0.11
H 2.435 0.464 3.561 0.04 0.03 -0.34
C -4.029 -1.543 -0.241 -0.28 -0.10 -0.05
C 5.458 3.608 6.398 0.13 0.14 0.09
H -10.884 3.160 3.462 0.05 -0.03 -0.01
C 2.759 1.132 0.250 0.66 -0.19 -0.64
H 6.160 4.335 5.989 -0.04 -0.02 -0.05
C -3.464 1.897 6.904 -0.34 0.76 0.81
C -1.523 6.525 4.915 0.22 -0.25 0.39
H -4.142 0.231 5.171 -0.33 0.16 0.04
C -3.861 1.806 2.844 0.41 -0.04 1.06
C 3.854 -3.497 -11.551 -0.38 -0.08 0.13
C -5.539 3.711 1.102 -0.11 1.31 0.08
C -4.546 2.297 5.868 0.04 -2.13 -0.30
H 1.987 3.636 6.408 -0.02 -0.08 -0.04
C -1.464 2.250 2.914 1.81 0.29 -0.67
H 7.305 -5.816 -8.685 -0.08 0.04 0.04
H -2.283 5.889 4.449 0.28 0.18 0.05
H -8.759 0.980 2.291 -0.05 0.00 0.09
H -0.221 4.212 -0.655 -0.03 -0.02 0.19
O 1.924 -3.603 -13.118 0.02 0.22 0.07
H 3.176 -2.705 6.981 0.01 -0.06 0.12
H -9.111 3.858 2.060 0.10 -0.03 -0.09
H 5.338 -4.342 -5.566 -0.05 0.08 -0.09
C 2.281 0.887 2.566 -0.75 0.35 0.31
C 1.167 -3.002 6.800 0.09 -0.31 -0.38
H 5.553 -0.100 -6.712 -0.02 -0.04 0.04
H -5.465 2.577 6.397 0.36 0.59 -0.27
C 0.799 -3.197 -12.361 -0.08 -0.27 -0.10
N 2.552 -3.487 6.797 0.02 0.24 -0.04
N 4.514 -1.510 -4.562 -0.18 0.03 0.14
C 0.937 -1.926 5.729 -0.13 0.41 0.18
H -11.170 1.675 2.578 0.05 -0.01 -0.06
H 5.561 1.928 -1.764 -0.09 0.00 0.01
H -2.868 3.353 8.498 -0.17 -0.07 -0.36
C -4.923 0.998 5.053 -0.12 0.66 -0.38
H -11.532 1.475 -0.383 0.00 0.04 0.07
H 2.951 -2.021 -10.235 -0.02 -0.02 -0.02
H 2.307 -3.653 -10.010 0.00 -0.01 -0.08
C 5.343 0.427 -5.780 0.01 0.05 -0.20
H 0.782 -2.860 2.610 0.01 0.08 0.03
C -9.449 2.833 1.881 -0.24 -0.25 0.01
O 1.418 -2.221 4.433 -0.05 -0.10 0.01
H 5.467 -6.053 -5.944 0.06 -0.08 -0.13
H -10.822 -0.100 -0.781 0.06 0.05 -0.04
C 3.738 0.977 7.105 -0.08 -0.13 -0.26
H 3.498 -5.811 -8.749 0.01 0.05 0.03
C -2.153 -1.874 -1.958 0.02 0.06 -0.22
H 0.974 -2.534 7.771 0.04 0.11 -0.05
H 6.500 -3.471 -8.209 0.08 -0.04 -0.05
H -2.394 4.082 5.525 0.18 -0.24 0.43
H -0.092 -3.387 -12.960 0.06 0.02 -0.06
C 0.593 -3.076 3.662 0.26 -0.03 -0.12
H -1.731 7.587 4.746 -0.12 -0.36 0.06
H -2.517 -3.627 0.092 0.08 -0.02 -0.08
H 1.526 2.418 -0.897 -0.07 -0.08 0.30
H 0.518 -4.877 5.880 0.04 0.08 -0.04
H 3.020 -5.325 -11.766 0.01 -0.01 0.10
H -11.585 3.230 1.846 0.01 -0.02 0.00
C -10.806 0.722 -0.065 0.18 -0.24 0.02
H -1.561 2.672 7.559 -0.31 0.18 0.05
H 5.504 3.676 7.487 0.00 -0.02 -0.01
H 3.959 2.537 4.391 0.12 0.02 -0.04
H 3.287 -0.010 7.215 -0.07 0.04 0.02
N -8.552 1.926 2.604 0.11 0.04 -0.16
H 3.882 4.971 5.985 -0.11 -0.03 0.01
H -2.347 0.244 0.400 -0.01 -0.07 -0.11
H -0.127 -1.656 5.673 -0.04 -0.06 0.03
H -0.469 -2.913 3.867 0.00 -0.02 0.07
H 3.365 -0.342 -5.849 -0.07 0.00 0.09
C -3.399 -2.461 -1.301 0.33 0.07 0.18
H -2.771 3.251 -0.022 0.07 -0.14 0.30
C 1.201 1.764 2.399 -1.17 0.56 0.19
O -3.337 -1.504 0.994 -0.07 0.24 -0.11
H 2.778 -3.755 5.842 -0.02 -0.11 0.05
H -4.005 1.452 7.758 0.22 -0.01 -0.32
H -2.045 -0.337 2.042 -0.02 -0.03 0.01
C -2.519 4.304 6.599 -0.68 -0.31 -0.28
C 3.072 0.563 1.473 -0.16 -0.04 0.59
H 7.639 -4.743 -5.855 -0.09 0.06 0.05
H 4.625 -6.852 -7.859 0.08 0.03 0.06
C -5.105 1.281 3.543 0.00 -0.60 -0.11
H 3.685 -1.969 -4.193 0.01 -0.10 -0.14
C 3.210 -3.082 -10.230 0.16 0.12 0.15
```
Forces are in eV/Å.

Calculated total energy = -99180.90957 eV
SMILES = CC(=O)OCCCCCCc1cc2c(cc1OC#N)N(O)c1ccccc1S2.COC[C@@H](C)N.COC[C@@H](C)N.COC[C@@H](C)N.COC[C@@H](C)N.COC[C@@H](C)N.COC[C@@H](C)N.COC[C@@H](C)N